Record 1
A structure of composition C55H86BN6O2SeY. Source: the Open Molecules 2025 dataset; level of theory: ωB97M-V with the def2-TZVPD basis set.

```
! wB97M-V def2-TZVPD RIJCOSX def2/J DEFGRID3
* xyz 0 1
Y -0.111 0.703 0.370
C -0.056 -3.484 2.615
C 0.359 -2.110 3.133
C 1.129 -2.243 4.446
C -0.827 -1.213 3.302
C -1.841 -1.325 4.252
C -2.690 -0.263 4.011
C -3.982 0.056 4.704
C -3.919 -0.303 6.185
C -5.133 -0.683 4.021
N -2.197 0.435 2.967
N -1.043 -0.153 2.524
B -2.770 1.705 2.301
N -3.322 1.412 0.890
N -2.519 0.995 -0.133
C -3.307 0.773 -1.182
C -4.632 1.058 -0.854
C -4.604 1.465 0.467
C -5.738 1.989 1.304
C -7.081 1.472 0.803
C -5.714 3.515 1.320
C -2.751 0.304 -2.489
C -3.259 -1.090 -2.842
C -3.056 1.297 -3.607
N -1.725 2.856 2.272
N -0.573 2.784 1.535
C 0.063 3.946 1.692
C -0.658 4.773 2.544
C -1.785 4.050 2.893
C -2.855 4.481 3.855
C -2.327 4.387 5.289
C -3.329 5.898 3.542
C 1.328 4.287 0.962
C 2.333 3.149 0.930
C 1.003 4.771 -0.449
H 0.826 -4.090 2.409
H -0.639 -3.415 1.694
H -0.666 -4.006 3.355
H 1.014 -1.638 2.404
H 0.513 -2.716 5.212
H 1.451 -1.273 4.824
H 2.013 -2.863 4.299
H -1.942 -2.074 5.015
H -4.158 1.130 4.618
H -3.773 -1.374 6.325
H -4.854 -0.036 6.679
H -3.104 0.214 6.691
H -5.011 -1.760 4.134
H -5.170 -0.470 2.953
H -6.088 -0.401 4.464
H -3.685 2.071 2.953
H -5.491 0.993 -1.494
H -5.595 1.636 2.327
H -7.293 1.838 -0.202
H -7.888 1.814 1.451
H -7.103 0.383 0.773
H -5.862 3.913 0.316
H -4.759 3.890 1.686
H -6.503 3.907 1.962
H -1.669 0.265 -2.368
H -4.337 -1.079 -3.015
H -3.060 -1.809 -2.044
H -2.776 -1.451 -3.751
H -4.131 1.374 -3.780
H -2.589 0.972 -4.538
H -2.679 2.291 -3.370
H -0.395 5.765 2.864
H -3.701 3.800 3.765
H -1.472 5.049 5.429
H -2.002 3.374 5.526
H -3.098 4.676 6.003
H -2.521 6.617 3.674
H -4.138 6.184 4.213
H -3.686 5.988 2.516
H 1.778 5.118 1.520
H 2.014 2.309 0.296
H 2.548 2.745 1.919
H 3.272 3.480 0.483
H 0.555 3.967 -1.036
H 1.908 5.088 -0.967
H 0.303 5.605 -0.432
C 5.217 -5.664 0.256
C 3.802 -5.439 -0.271
C 3.801 -5.721 -1.777
C 2.864 -6.429 0.432
C 3.308 -4.018 -0.017
C 2.046 -3.640 -0.464
C 1.575 -2.366 -0.226
Se -0.142 -1.864 -0.917
C 0.462 -1.125 -2.586
C 0.669 -1.997 -3.639
C 1.167 -1.537 -4.852
C 1.448 -0.180 -4.946
C 1.248 0.734 -3.914
C 0.728 0.255 -2.692
O 0.463 1.050 -1.662
C 1.597 2.209 -4.089
C 0.328 3.063 -3.954
C 2.200 2.498 -5.465
C 2.643 2.621 -3.044
C 1.412 -2.526 -5.989
C 2.478 -3.538 -5.550
C 0.112 -3.269 -6.316
C 1.898 -1.836 -7.262
C 2.329 -1.402 0.469
O 1.778 -0.224 0.729
C 3.631 -1.752 0.885
C 4.063 -3.054 0.640
C 4.541 -0.733 1.564
C 5.879 -1.349 1.973
C 3.882 -0.181 2.836
C 4.844 0.402 0.581
H 5.520 -6.693 0.058
H 5.941 -5.007 -0.226
H 5.279 -5.504 1.332
H 4.147 -6.736 -1.975
H 2.803 -5.624 -2.203
H 4.454 -5.026 -2.305
H 3.188 -7.457 0.258
H 2.852 -6.253 1.508
H 1.841 -6.336 0.067
H 1.421 -4.345 -0.995
H 0.448 -3.048 -3.500
H 1.844 0.195 -5.876
H -0.367 2.839 -4.764
H -0.178 2.878 -3.011
H 0.583 4.124 -4.015
H 1.509 2.266 -6.276
H 2.439 3.560 -5.531
H 3.123 1.942 -5.631
H 2.288 2.455 -2.031
H 3.564 2.054 -3.182
H 2.879 3.681 -3.161
H 2.167 -4.086 -4.662
H 2.664 -4.263 -6.344
H 3.416 -3.035 -5.316
H -0.262 -3.826 -5.458
H -0.668 -2.573 -6.626
H 0.276 -3.982 -7.125
H 2.855 -1.335 -7.113
H 2.036 -2.579 -8.048
H 1.182 -1.098 -7.622
H 5.055 -3.323 0.967
H 5.758 -2.158 2.694
H 6.429 -1.735 1.116
H 6.494 -0.581 2.444
H 3.733 -0.977 3.569
H 4.532 0.569 3.291
H 2.919 0.273 2.623
H 5.402 0.029 -0.280
H 3.937 0.867 0.216
H 5.454 1.163 1.071
*
```

- HOMO level (eV) = -7.43
- frontier orbital gap (eV) = 7.96
- LUMO (eV) = 0.5
- ΔE to the lowest compared entry with this formula, charge and spin (kcal/mol) = 0.00

Atom charges from the Mulliken analysis, given in e for atoms 1 to 99: 1.531, -1.568, 2.737, -1.794, -0.756, -0.878, -0.122, 1.299, -1.812, -1.426, 0.622, -0.012, 1.175, 0.652, 0.180, -1.008, -1.046, 0.232, 1.533, -2.041, -1.356, 2.399, -1.586, -1.700, 0.638, -0.150, -0.765, -0.701, 0.207, 1.056, -1.568, -1.776, 0.351, -1.167, -1.358, 0.286, 0.306, 0.412, -1.419, 0.330, 0.387, 0.443, 0.474, -0.293, 0.290, 0.472, 0.388, 0.344, 0.275, 0.392, -1.039, 0.552, -0.411, 0.319, 0.457, 0.409, 0.342, 0.159, 0.391, -1.219, 0.386, 0.330, 0.341, 0.381, 0.419, 0.325, 0.534, -0.359, 0.358, 0.317, 0.444, 0.376, 0.440, 0.340, 0.569, -0.442, 0.461, 0.666, 0.097, 0.413, 0.466, -2.272, 2.130, -1.708, -1.774, -1.038, -0.542, 0.244, 0.011, 0.823, -0.683, -0.843, -0.076, -0.437, -0.166, 0.123, 2.480, -1.200, -2.570

---

Record 2
A cluster of 10 separate species, C55H90O24S in total. Source: the Open Molecules 2025 dataset; level of theory: ωB97M-V with the def2-TZVPD basis set.

```
! wB97M-V def2-TZVPD RIJCOSX def2/J DEFGRID3
* xyz 0 1
C 4.466 -4.202 -0.087
C 3.758 -2.771 0.029
C 2.141 -2.923 0.085
O 1.652 -2.517 -1.219
C 0.556 -1.623 -1.128
O -0.658 -2.450 -1.281
S -1.992 -1.543 -0.767
O -3.297 -2.214 -1.091
O -1.823 -1.368 0.710
C -1.975 0.044 -1.731
C -3.058 1.112 -1.248
C -2.962 1.522 0.298
C -4.264 0.873 1.017
C -4.196 0.970 2.621
C -5.592 1.707 0.588
C -0.484 0.667 -1.894
C -0.479 1.858 -2.994
C 0.272 3.171 -2.455
O -0.349 3.734 -1.270
C 0.615 4.363 -0.433
O 0.674 5.598 -0.320
C 1.659 3.483 0.431
C 3.129 3.824 -0.173
C 0.493 -0.555 -2.339
C 1.929 -0.071 -2.847
C 1.986 -0.403 -4.439
H 4.351 -4.576 -1.166
H 5.576 -4.051 0.151
H 3.942 -4.897 0.645
H 4.157 -2.119 0.874
H 4.010 -2.197 -0.934
H 1.807 -2.263 0.949
H 1.827 -3.990 0.362
H 0.535 -1.002 -0.166
H -2.277 -0.251 -2.804
H -4.087 0.636 -1.438
H -3.060 2.080 -1.852
H -3.080 2.664 0.422
H -2.006 1.190 0.821
H -4.351 -0.235 0.727
H -4.652 1.992 2.893
H -3.124 0.889 3.000
H -4.890 0.204 3.126
H -6.464 1.501 1.301
H -5.918 1.410 -0.463
H -5.283 2.809 0.666
H -0.101 1.141 -0.934
H -1.525 2.180 -3.303
H 0.060 1.557 -3.957
H 1.374 2.946 -2.197
H 0.331 3.969 -3.284
H 1.581 3.677 1.544
H 1.408 2.394 0.160
H 3.398 2.981 -0.906
H 3.938 3.841 0.624
H 3.126 4.839 -0.679
H -0.039 -1.087 -3.210
H 2.811 -0.582 -2.350
H 2.107 1.052 -2.773
H 2.230 -1.501 -4.620
H 2.730 0.251 -4.995
H 0.959 -0.202 -4.916
O 6.287 -1.975 1.152
C 6.753 -1.352 0.232
C 7.971 -0.470 0.297
C 7.852 0.333 -0.982
C 7.117 -0.621 -1.897
O 6.264 -1.386 -1.037
H 8.865 -1.098 0.302
H 7.946 0.170 1.178
H 8.811 0.663 -1.385
H 7.239 1.221 -0.802
H 7.795 -1.306 -2.415
H 6.514 -0.094 -2.637
O 4.333 -7.168 -1.047
C 4.879 -7.923 -0.287
C 4.257 -8.539 0.937
C 5.471 -9.045 1.688
C 6.448 -9.337 0.572
O 6.153 -8.374 -0.447
H 3.598 -9.354 0.631
H 3.707 -7.796 1.515
H 5.265 -9.911 2.318
H 5.865 -8.249 2.327
H 6.315 -10.339 0.155
H 7.484 -9.224 0.896
O 7.369 -14.098 2.541
C 6.945 -13.390 3.414
C 7.263 -13.513 4.879
C 6.184 -12.660 5.512
C 5.903 -11.638 4.435
O 6.128 -12.322 3.196
H 8.261 -13.109 5.062
H 7.201 -14.550 5.208
H 6.478 -12.214 6.463
H 5.291 -13.268 5.688
H 6.582 -10.781 4.488
H 4.875 -11.276 4.473
O 2.321 -6.420 3.231
C 1.682 -5.431 3.484
C 1.097 -5.081 4.826
C 0.107 -3.991 4.467
C 0.738 -3.370 3.242
O 1.425 -4.444 2.586
H 1.894 -4.710 5.476
H 0.603 -5.941 5.275
H -0.068 -3.275 5.271
H -0.854 -4.442 4.201
H 1.467 -2.594 3.498
H -0.009 -2.945 2.569
O 7.584 4.613 1.755
C 6.960 5.608 2.011
C 6.374 5.953 3.355
C 5.401 7.060 3.002
C 6.046 7.685 1.786
O 6.720 6.608 1.122
H 7.173 6.306 4.011
H 5.866 5.095 3.793
H 5.232 7.771 3.813
H 4.435 6.626 2.728
H 6.784 8.447 2.052
H 5.309 8.126 1.114
O -4.679 4.876 3.292
C -4.188 5.499 2.388
C -4.297 6.985 2.180
C -3.853 7.139 0.741
C -2.901 5.979 0.566
O -3.408 4.944 1.419
H -3.620 7.492 2.872
H -5.322 7.327 2.324
H -3.398 8.106 0.523
H -4.714 7.015 0.078
H -1.883 6.225 0.883
H -2.873 5.624 -0.465
O -6.966 7.360 -0.131
C -7.190 7.390 -1.315
C -7.430 6.194 -2.195
C -7.258 6.780 -3.581
C -7.679 8.217 -3.382
O -7.303 8.537 -2.036
H -8.447 5.830 -2.030
H -6.703 5.408 -1.997
H -7.835 6.265 -4.351
H -6.202 6.739 -3.868
H -8.760 8.351 -3.483
H -7.174 8.892 -4.074
O -3.995 -1.451 -6.772
C -3.447 -2.210 -6.017
C -4.060 -2.824 -4.786
C -2.843 -3.338 -4.048
C -1.878 -3.635 -5.173
O -2.177 -2.669 -6.189
H -4.727 -3.635 -5.087
H -4.600 -2.079 -4.203
H -3.046 -4.204 -3.416
H -2.438 -2.546 -3.412
H -2.021 -4.636 -5.590
H -0.838 -3.529 -4.859
O -10.215 4.835 -1.581
C -10.830 5.837 -1.323
C -11.392 6.202 0.024
C -12.363 7.311 -0.326
C -11.733 7.918 -1.559
O -11.077 6.829 -2.221
H -10.581 6.557 0.664
H -11.899 5.352 0.481
H -12.515 8.032 0.479
H -13.337 6.881 -0.580
H -10.986 8.678 -1.313
H -12.478 8.357 -2.225
*
```

- HOMO level (eV) = -9.64
- frontier orbital gap (eV) = 9.89
- SMILES = CCCO[C@@H]1OS(=O)(=O)[C@@H](CCC(C)C)[C@H](CCOC(=O)CC)[C@H]1CC.O=C1CCCO1.O=C1CCCO1.O=C1CCCO1.O=C1CCCO1.O=C1CCCO1.O=C1CCCO1.O=C1CCCO1.O=C1CCCO1.O=C1CCCO1
- LUMO (eV) = 0.2

Atom charges from the Mulliken analysis, given in e for atoms 1 to 99: -0.952, 0.085, 0.222, -0.359, -0.672, -0.561, 1.440, -0.693, -0.541, -0.323, -0.965, 0.093, 0.682, -1.273, -1.034, 1.399, -1.108, -0.284, -0.099, 0.343, -0.604, 0.219, -0.896, 0.919, 0.501, -1.244, 0.294, 0.335, 0.056, 0.323, -0.240, -0.065, 0.313, 0.294, 0.346, 0.511, 0.213, -0.404, 0.328, 0.089, 0.246, 0.285, 0.338, 0.380, 0.314, 0.075, -0.582, 0.511, 0.309, 0.014, 0.311, 0.442, -0.213, 0.203, 0.264, 0.269, -0.134, -0.205, -0.193, 0.319, 0.370, 0.257, -0.574, 0.497, -0.529, -0.454, -0.472, -0.259, 0.279, 0.298, 0.340, 0.227, 0.264, 0.311, -0.585, 0.516, -0.021, -0.030, -0.505, -0.384, 0.298, -0.077, -0.089, 0.290, 0.289, 0.334, -0.583, 0.425, -0.332, -0.581, -0.393, -0.303, 0.256, 0.275, 0.332, 0.273, 0.276, 0.356, -0.604

---

Q: What is the HOMO level in the second record?
A: -9.64 eV

---

Q: Which formula does entry 1 have?
A: C55H86BN6O2SeY